Formula: C6H4FO2S2
Source: the OMol25 dataset
Level of theory: ωB97M-V/def2-TZVPD

```
! RIJCOSX wB97M-V def2-TZVPD def2/J DEFGRID3
* xyz -1 3
C 0.895 -2.483 1.514
C -0.334 -2.117 0.886
C 1.747 -1.440 1.573
C -0.298 -0.793 0.378
C -0.653 1.973 -0.774
C -0.974 2.455 -2.120
O 0.191 1.762 -1.919
O -0.343 2.332 0.351
F -0.740 3.791 -2.492
S 1.293 -0.066 0.696
S -1.507 -0.065 -0.570
H 1.086 -3.168 2.231
H -1.259 -2.565 0.846
H 2.626 -1.581 2.190
H -1.731 1.965 -2.789
*
```

Values from the calculation:
gap between HOMO and LUMO (alpha / beta)	3.953 / 6.878	eV
electronic energy	-34765.6947	eV